Record 1
{"formula": "C27H36Cl2N4O3PmS6", "method": "ωB97M-V with the def2-TZVPD basis set", "species": ["H", "C", "C", "H", "Cl", "C", "C", "H", "H", "C", "H", "H", "N", "S", "O", "C", "H", "C", "Pm", "H", "C", "H", "Cl", "C", "H", "C", "C", "N", "S", "N", "S", "H", "C", "C", "H", "C", "O", "H", "H", "C", "O", "H", "C", "H", "C", "C", "C", "H", "H", "S", "C", "C", "H", "H", "H", "C", "S", "H", "H", "C", "H", "H", "H", "H", "H", "H", "H", "C", "C", "H", "H", "N", "C", "H", "H", "H", "S", "C", "H"], "xyz": [[-3.03590, -1.58600, -5.77460], [-6.34720, 2.04360, 3.28230], [0.11900, -2.52870, 3.02680], [-0.39240, -2.57200, -5.04320], [-1.15900, -3.65500, -0.03280], [0.87580, 2.13100, 2.84490], [-6.96240, 2.30040, 5.59160], [1.09070, 3.39710, 0.14080], [-0.14940, 4.32530, -0.73890], [-0.92400, 3.21970, 0.91190], [0.36760, -5.45460, 0.17200], [-4.55100, -2.80800, -4.40230], [-1.78700, -1.39230, 2.76360], [-1.32490, -2.30690, -2.84150], [2.62780, -4.18250, 0.23190], [1.59630, 2.27290, -2.24530], [4.43870, -0.98710, -1.37680], [1.59810, -3.60830, -0.02680], [-0.20850, -0.90130, -0.06960], [4.16650, 0.77140, -1.46570], [-2.73130, -0.67780, 2.16540], [1.54750, 3.15250, -2.89050], [0.44920, -4.86970, -2.10710], [2.25080, -3.46330, 3.66280], [-0.88110, 4.08680, 1.57270], [-6.07160, 1.29770, 5.94910], [-5.42630, 1.06180, 3.64940], [-0.62420, -1.63340, 2.24230], [-0.07090, 2.05310, -1.48860], [-3.64310, -0.29160, 3.02710], [-2.81310, -0.26100, 0.44170], [-3.58590, -2.47300, -1.98180], [1.51080, -2.56610, 2.91980], [-2.58060, -2.43400, -5.26350], [-0.26610, -4.99530, 5.31590], [2.01130, 1.06320, -3.05840], [-0.78490, -1.05290, -2.20600], [1.24130, 0.81740, -3.78990], [2.19000, -5.06910, 5.07320], [3.74880, -0.17750, -1.13450], [1.37340, -2.36690, -0.07910], [2.94370, 1.26420, -3.58680], [0.06210, 3.38580, -0.22490], [-1.58750, -3.37760, 3.99100], [-3.49960, -2.91350, -4.13390], [0.23010, -4.31210, 4.64300], [-7.10970, 2.65640, 4.25850], [1.66330, 0.12300, 2.88110], [1.17760, 3.13380, 2.54820], [2.22160, -0.49570, -2.11390], [3.49480, -0.18150, 0.36310], [1.96640, 1.11480, 2.54310], [-7.82130, 3.41830, 3.97970], [3.32620, -3.47010, 3.57310], [2.90460, 1.41370, 3.01430], [-3.14310, -2.10090, -2.90440], [-0.69010, 1.74180, 1.96610], [-4.59840, -0.10110, 5.23340], [3.11920, -1.15890, 0.66550], [-5.30380, 0.67530, 4.98700], [-1.04730, -0.94670, -4.76100], [-4.70870, 0.77520, 1.70880], [2.01390, -1.88220, 2.25340], [4.40220, 0.07150, 0.91360], [-3.34740, -1.03520, -3.00580], [-7.54100, 2.80090, 6.35240], [-2.44000, -3.22530, -5.99860], [-0.51310, -3.41000, 3.91110], [-1.24130, -2.01240, -4.65440], [-6.44770, 2.32300, 2.24310], [-5.97200, 1.00230, 6.98250], [-4.61180, 0.49090, 2.69120], [1.61100, -4.34930, 4.51570], [0.63780, 2.12110, 3.90930], [-1.93870, 3.11270, 0.52850], [-3.30670, -3.96910, -3.92570], [2.21340, 1.08020, 0.72660], [0.35040, -4.51220, -0.37990], [2.30120, 2.46000, -1.43580]], "total_charge": 1, "homo_lumo_gap_ha": [0.2313, 0.2312], "s2": 6.007, "total_energy_ev": -147294.0891, "spin_multiplicity": 5}

---

Record 2
{"formula": "C20H31BrN7O", "method": "ωB97M-V with the def2-TZVPD basis set", "species": ["C", "C", "H", "H", "H", "H", "H", "H", "N", "C", "H", "N", "C", "C", "H", "H", "C", "C", "H", "C", "N", "H", "H", "H", "H", "N", "H", "C", "H", "C", "N", "C", "H", "C", "N", "C", "C", "O", "Br", "C", "H", "C", "H", "H", "H", "N", "H", "H", "H", "H", "H", "H", "C", "C", "C", "H", "H", "C", "H", "H"], "xyz": [[-0.78558, -3.53169, -0.04577], [1.28484, 2.59186, -2.97938], [2.38832, -0.88318, 3.75701], [0.95498, -10.05508, -3.81053], [-0.71806, 2.20954, 1.05364], [1.66047, 0.49403, -0.61675], [-1.42284, -4.13741, 0.57570], [-2.67844, 6.96101, 1.57941], [1.69934, -7.55435, -1.87052], [0.88064, -2.86484, -1.40236], [-3.15625, 2.00591, -0.25419], [1.77185, 1.01117, 2.99218], [2.04574, -8.41601, -2.87591], [2.24118, 0.58579, -2.64594], [0.95219, 3.50467, -3.44589], [-1.73427, -1.51689, -0.01335], [-2.69178, 2.78065, 0.34355], [0.89624, 1.86561, 4.83507], [-1.99147, 1.07762, 1.44264], [1.06939, 2.22913, -1.67636], [-1.01402, 4.61203, 0.00298], [-0.46425, 5.11277, -0.68699], [-0.99922, -9.35869, -2.05944], [2.75802, -0.35673, -2.69954], [0.94359, 2.98010, 2.90446], [1.65456, 1.00540, -1.48050], [-1.88718, 2.54179, 2.35482], [1.38115, 0.56059, 5.12166], [-0.02556, -7.27220, -0.64244], [-2.03789, 3.74055, -0.62910], [-0.90375, 5.32836, 2.27311], [-1.46000, 5.45094, 1.01102], [1.34654, 0.05177, 6.06949], [0.99032, -9.26119, -3.08417], [0.04986, -1.80552, -1.15207], [-0.03283, -8.89640, -2.16737], [-0.96848, -2.20557, -0.32696], [-2.80021, 6.69970, -0.42351], [-4.20269, 3.65452, 1.24601], [0.43299, -7.83952, -1.43373], [0.16296, -0.87980, -1.52195], [1.14654, 2.11387, 3.51233], [2.08916, 0.91542, 2.04721], [-1.51571, 3.14402, -1.37315], [2.28839, -6.82960, -1.50730], [-2.33764, 6.38303, 0.81938], [-0.86104, 6.22136, 2.75269], [2.36616, 1.51051, -4.61436], [3.00806, -8.35470, -3.35352], [-1.38740, 4.64223, 2.84656], [-2.79228, 4.30362, -1.17260], [1.74281, -2.75899, -2.03806], [-1.75464, 2.13406, 1.36030], [1.91682, 0.06090, 3.96718], [0.38776, -3.94954, -0.72908], [-3.70811, 6.35636, -0.46231], [0.42203, 2.54338, 5.52519], [2.02672, 1.54773, -3.59379], [0.55774, 2.73280, -0.87503], [0.81422, -4.93688, -0.72966]], "total_charge": 1, "homo_lumo_gap_ha": 0.1829, "total_energy_ev": -103753.8885}

---

Record 3
{"formula": "C5H6N4S", "method": "ωB97M-V with the def2-TZVPD basis set", "species": ["C", "H", "N", "C", "N", "S", "C", "H", "H", "H", "H", "C", "C", "N", "H", "N"], "xyz": [[-0.71343, 1.23007, -0.35480], [-0.73998, 2.32503, -0.14619], [0.70513, -0.68467, -0.46352], [0.67026, 0.64547, -0.25621], [1.85450, 1.07982, -0.05694], [4.45396, 0.25706, 0.17319], [-1.61795, 0.46308, 0.57479], [-2.63398, 0.87137, 0.35078], [-1.48204, 0.77994, 1.68186], [-1.02713, 1.04434, -1.47798], [-0.05579, -2.54097, -0.51848], [-1.45082, -1.05331, 0.39003], [-0.36737, -1.50188, -0.29354], [1.99122, -1.10947, -0.23758], [-2.17178, -1.82072, 0.73781], [2.58522, 0.01482, -0.10322]], "de_lowest_kcal_mol": 67.5, "homo_lumo_gap_ha": [0.2703, 0.2703], "smiles": "[S-][n+]1nc2n(n1)C=CCC2", "total_energy_ev": -22074.0407}